(1)
Formula: C6H29NO8
Source: the Open Molecules 2025 dataset
Level of theory: ωB97M-V/def2-TZVPD

The geometry in XYZ format:
```
44
Properties=species:S:1:pos:R:3:forces:R:3:mulliken_charge:R:1
C 3.3163 -1.0944 -1.6568 -1.243 -0.649 0.524 -1.19
C 1.9080 -1.7263 -1.4416 -0.218 0.638 1.893 -0.10
C 0.7060 -0.8139 -1.6999 -1.412 -0.199 -2.564 -0.83
N -0.0021 0.0052 -0.6955 1.616 -0.665 1.816 0.63
C 0.3546 -0.3417 0.7440 -0.925 2.911 -1.449 -0.52
C -0.7030 -1.1320 1.4613 -1.303 -1.174 -0.409 -0.61
C -0.6053 -1.1551 2.9827 0.495 -1.246 -0.318 -0.38
O -1.2708 -0.0744 3.5839 0.324 0.621 0.399 -0.53
H 3.6749 -1.4435 -2.6191 0.640 -0.108 0.180 0.35
H 3.8577 -1.4195 -0.7622 0.778 0.089 -0.731 0.34
H 3.3155 -0.0070 -1.6848 -0.244 0.059 0.120 0.31
H 1.8213 -2.0188 -0.3849 0.177 0.013 -0.123 -0.11
H 1.8102 -2.7140 -1.8879 -0.066 0.286 -0.699 0.53
H 1.0026 -0.1303 -2.5084 0.257 0.129 0.119 0.38
H -0.0590 -1.4162 -2.2157 0.112 -0.224 0.279 0.41
H -1.0095 -0.0851 -0.6996 0.006 -0.414 -0.471 -0.36
H 1.4245 -0.4986 0.7462 -0.058 -0.641 0.412 1.28
H 0.2753 0.6649 1.1761 0.226 -0.156 0.496 -1.04
H -0.9871 -2.1040 1.0145 1.087 -0.102 0.278 0.33
H -1.6699 -0.6718 1.1963 0.226 0.484 0.166 0.43
H -1.0396 -2.0893 3.3898 0.079 0.311 -0.294 0.28
H 0.4762 -1.2088 3.2412 -0.609 0.490 0.249 0.29
H -1.7709 0.4179 2.9258 -0.005 -0.136 -0.046 0.33
O 2.7464 -2.0007 2.3274 -0.067 -0.147 -0.076 -0.67
H 2.2510 -1.8291 1.5180 0.108 -0.037 0.131 0.31
H 2.4981 -2.9046 2.5524 0.116 0.036 0.112 0.30
O -3.1780 0.9163 -0.2608 0.572 0.408 -0.292 -0.61
H -2.7216 1.7723 -0.2372 -0.095 0.187 0.403 0.34
H -3.0761 0.7226 -1.1984 -0.458 -0.208 -0.121 0.32
O 2.1546 1.6406 2.8388 0.595 1.016 -0.087 -0.65
H 1.2401 1.4449 2.6467 -0.063 -0.622 0.268 0.38
H 2.6663 0.8613 3.0591 -0.464 -0.421 -0.032 0.31
O -2.3682 -1.8503 -1.2944 0.732 0.085 0.777 -0.49
H -2.8516 -2.6720 -1.3831 -0.327 0.246 -0.522 0.26
H -2.5627 -1.1999 -1.9735 -0.662 -0.649 -0.512 0.24
O -2.1250 0.3183 -3.4360 -0.506 0.019 0.492 -0.67
H -1.7318 0.1397 -4.2935 0.227 -0.103 0.109 0.30
H -1.4527 0.2108 -2.7538 0.500 0.192 -0.470 0.29
O 0.5942 3.1341 -2.3627 0.586 0.648 -0.247 -0.65
H 0.1983 2.9552 -3.2162 -0.048 -0.337 0.028 0.29
H 0.7252 2.3143 -1.8836 -0.287 -0.382 -0.153 0.33
O -0.9301 3.2144 -0.1661 -0.663 -0.228 0.566 -0.61
H -0.3421 2.5070 0.1143 0.171 0.039 -0.087 0.21
H -0.4421 4.0362 -0.0688 0.092 -0.059 -0.110 0.28
```
Forces are in eV/Å.

Computed properties:
SMILES: CCCNCCCO.O.O.O.O.O.O.O
net charge: 0
E_LUMO: 0.126 eV
highest occupied orbital energy: -9.214 eV
F_max: 0.0657 hartree/bohr
electronic energy: -902.5850 Eh
ΔE to the lowest compared entry with this formula, charge and spin: 377.8 kJ/mol

---

(2)
Formula: C23H42N3OP2Pd
Source: the Open Molecules 2025 dataset
Level of theory: ωB97M-V/def2-TZVPD

The geometry in XYZ format:
```
72
Properties=species:S:1:pos:R:3:forces:R:3:mulliken_charge:R:1
Pd -0.2950 0.0611 -0.9861 -0.565 0.111 -2.147 -0.07
P -0.0282 -2.2949 -1.0360 1.286 -3.168 0.455 1.08
P -0.0036 2.3839 -0.6765 1.171 2.872 0.917 1.07
N 1.6940 0.0899 -1.6129 2.340 -0.096 2.315 0.05
C 1.6582 -2.3792 -1.7607 0.101 0.827 -0.364 -0.80
H 2.1908 -3.2933 -1.4661 -0.252 0.223 -0.081 0.36
H 1.5493 -2.3666 -2.8564 0.043 -0.139 0.292 0.53
C 2.4604 -1.1250 -1.3490 0.575 -0.494 -0.824 -0.97
H 2.8258 -1.2275 -0.2880 -0.557 0.585 -0.702 0.28
H 3.3840 -1.0581 -1.9646 -0.292 -0.219 0.326 0.54
C 2.4727 1.2683 -1.2598 0.673 0.596 -0.828 -0.96
H 3.3306 1.2761 -1.9676 -0.203 0.228 0.378 0.53
H 2.9602 1.2411 -0.2456 -0.610 -0.543 -0.678 0.28
C 1.6621 2.5704 -1.4268 0.146 -0.706 -0.413 -0.81
H 1.5251 2.7437 -2.5051 0.018 0.088 0.322 0.54
H 2.2084 3.4210 -0.9968 -0.226 -0.183 -0.145 0.36
C 0.1592 3.2440 0.9554 -0.029 -0.243 -0.014 0.95
C -1.0107 2.9539 1.8947 -0.085 0.011 0.254 -1.40
H -0.7422 3.2924 2.9053 -0.209 0.015 -0.210 0.48
H -1.2459 1.8855 1.9521 -0.016 0.077 0.013 0.23
H -1.9198 3.4891 1.5910 0.283 -0.186 0.174 0.30
C -1.1752 3.3056 -1.7554 -0.734 -0.596 -0.352 0.45
C -2.5605 3.4618 -1.1148 -0.270 -0.011 0.031 -1.45
H -3.2660 3.7908 -1.8921 0.211 -0.092 0.257 0.46
H -2.5688 4.2263 -0.3246 0.060 -0.224 -0.280 0.33
H -2.9496 2.5233 -0.6988 0.039 0.209 -0.066 0.30
C -1.1978 -3.0684 -2.2236 -0.829 0.635 -0.401 0.46
C -2.5867 -3.3026 -1.6113 -0.232 0.027 0.062 -1.42
H -3.2943 -3.5201 -2.4250 0.224 0.079 0.255 0.45
H -2.9683 -2.4282 -1.0679 0.020 -0.200 -0.109 0.31
H -2.6006 -4.1682 -0.9340 0.069 0.259 -0.249 0.32
C 0.1289 -3.3637 0.4586 -0.074 0.245 0.131 0.85
C -1.0783 -3.2513 1.3929 -0.026 0.017 0.287 -1.25
H -0.7915 -3.6106 2.3917 -0.184 -0.042 -0.205 0.43
H -1.9178 -3.8696 1.0486 0.274 0.236 0.186 0.33
H -1.4309 -2.2185 1.4993 -0.008 -0.157 0.030 0.29
C -1.8669 -0.0125 0.0150 -5.985 -0.161 3.311 0.00
C -0.6583 4.6456 -2.2814 0.446 0.301 0.010 -1.44
H -0.5968 5.4043 -1.4936 -0.039 -0.238 -0.255 0.27
H 0.3216 4.5573 -2.7599 -0.178 0.127 0.019 0.33
H -1.3664 5.0121 -3.0359 0.121 -0.173 0.133 0.46
C -0.6790 -4.3397 -2.9003 0.519 -0.304 0.003 -1.43
H -1.3834 -4.6196 -3.6944 0.114 0.192 0.145 0.46
H 0.3047 -4.1944 -3.3586 -0.192 -0.133 -0.001 0.34
H -0.6210 -5.1853 -2.2059 -0.033 0.286 -0.230 0.26
C 0.4645 -4.8317 0.1624 0.100 -0.308 0.053 -1.61
H 0.8121 -5.3044 1.0934 -0.081 0.132 -0.232 0.45
H -0.4220 -5.3956 -0.1596 0.289 0.243 0.072 0.33
H 1.2639 -4.9516 -0.5807 -0.279 -0.054 0.205 0.33
C 0.4222 4.7515 0.8457 0.134 0.269 0.107 -1.65
H -0.4860 5.3159 0.5933 0.251 -0.271 0.076 0.32
H 0.7547 5.1108 1.8308 -0.075 -0.054 -0.263 0.46
H 1.2077 5.0016 0.1209 -0.226 -0.013 0.205 0.37
H 1.0637 2.7745 1.3809 -0.124 0.110 -0.174 -0.13
H 1.0031 -2.9149 0.9569 -0.105 -0.040 -0.249 -0.18
H -1.2758 2.6186 -2.6145 -0.035 0.200 0.071 0.42
H -1.2955 -2.2848 -2.9952 -0.038 -0.243 0.067 0.44
O -2.8754 -0.0444 0.5909 3.396 0.111 -1.868 -0.32
H -0.2668 0.0502 -3.6967 -0.762 0.062 0.792 0.42
H -0.7647 0.0875 -3.0892 0.517 -0.040 -1.202 -0.38
N -0.7725 0.6769 6.8239 1.239 -0.647 -2.111 -0.24
C -0.1743 0.3835 5.8628 -0.835 0.553 1.648 -0.39
C 0.5973 0.0440 4.6857 -0.368 0.332 0.314 0.63
C 0.6926 -1.2803 4.2490 -0.920 0.480 1.365 -0.16
C 1.4420 -1.5713 3.0958 1.158 0.115 -1.512 -0.67
N 2.0177 -0.6313 2.3445 -0.088 -0.021 -0.018 -0.29
C 1.9194 0.6358 2.7567 0.811 -0.958 -1.213 -0.49
C 1.2274 1.0281 3.9195 -0.676 0.324 1.449 -0.12
H 0.1754 -2.0791 4.7750 0.105 0.095 0.049 0.58
H 1.5844 -2.6079 2.7696 -0.042 0.379 0.302 0.85
H 2.4360 1.3826 2.1432 -0.146 -0.273 0.321 0.71
H 1.2161 2.0855 4.2060 -0.109 -0.422 -0.007 0.65
```
Forces are in eV/Å.

Computed properties:
net charge: +3
E_LUMO (spin up / spin down): -10.110 / -14.363 eV
highest occupied orbital energy (spin up / spin down): -15.213 / -18.921 eV
F_max: 0.1330 hartree/bohr
electronic energy: -1950.4240 Eh
<S²>: 6.036
2S+1: 5

---

(3)
Formula: C5H5N4O2
Source: the Open Molecules 2025 dataset
Level of theory: ωB97M-V/def2-TZVPD

The geometry in XYZ format:
```
16
Properties=species:S:1:pos:R:3:forces:R:3:mulliken_charge:R:1
C 1.0922 1.0700 1.5662 1.385 3.688 1.369 -0.70
C 0.3810 0.9225 0.3907 -0.216 -0.237 1.188 0.68
C 0.1249 -0.4325 0.2771 -0.355 -2.036 -0.224 0.15
C 1.9760 -1.0317 3.1775 0.625 3.915 1.771 0.50
C -0.5738 -1.2592 -0.7469 -3.412 3.493 0.784 -1.09
N 1.5048 -2.1955 2.9702 -0.041 -2.626 -0.075 -0.48
N 0.7821 -2.2421 1.8762 -1.664 -1.945 -1.905 -0.92
N 1.3614 -0.1531 2.1653 -1.145 -1.144 -1.220 -0.12
N 0.6688 -1.0523 1.4139 0.436 1.816 -0.737 0.87
O 2.6365 -0.5951 4.1252 0.671 0.552 0.139 -0.77
O -0.2515 1.8788 -0.4011 0.767 0.698 0.062 -0.55
H 1.2895 2.0427 2.1084 -0.110 -1.533 -0.709 0.32
H -1.1580 -0.4446 -1.4058 1.325 -2.198 0.987 0.21
H -0.0109 -1.9308 -1.2617 2.224 -1.385 -2.072 0.29
H -1.3136 -1.9578 -0.3221 -0.258 0.592 0.333 0.31
H 0.1618 2.7809 -0.3580 -0.232 -1.651 0.308 0.30
```
Forces are in eV/Å.

Computed properties:
net charge: -1
E_LUMO: 3.129 eV
highest occupied orbital energy: -2.072 eV
F_max: 0.0962 hartree/bohr
electronic energy: -562.9628 Eh
ΔE to the lowest compared entry with this formula, charge and spin: 345.8 kJ/mol

---

Per-record molar mass, g/mol: 243.30, 544.98, 153.12